Record 1
Below is a 4-piece molecular cluster, C20H42ClN3O8P2S2 overall, with properties calculated with the ωB97M-V functional and the def2-TZVPD basis.

Geometry as ORCA input:
```
! RIJCOSX wB97M-V def2-TZVPD def2/J DEFGRID3
* xyz 0 1
C -0.232 5.553 3.411
C -0.008 4.046 3.788
N 0.470 3.267 2.655
C 0.660 1.825 2.875
P 2.310 1.441 3.724
C 3.204 2.991 4.223
C 3.478 0.543 2.601
N 0.485 1.306 1.472
C -0.812 0.820 1.258
O -1.215 0.353 0.279
C -1.641 1.030 2.601
Cl -2.467 2.623 2.272
C -2.826 0.064 2.830
C -3.770 0.577 3.979
C -5.164 1.043 3.464
S -5.720 2.580 4.259
O -7.118 2.751 4.051
O -5.396 2.577 5.642
O -4.980 3.849 3.612
C -0.446 0.973 3.583
S 0.181 -0.768 3.207
P -0.696 0.823 5.464
N -0.259 2.283 6.290
O 0.478 -0.248 5.979
H 0.073 5.690 2.369
H 0.366 6.183 4.079
H -1.277 5.818 3.593
H 0.666 4.061 4.659
H -0.963 3.698 4.195
H 1.355 3.686 2.383
H 3.263 3.716 3.400
H 2.763 3.421 5.125
H 4.210 2.670 4.521
H 3.490 1.059 1.621
H 4.513 0.577 2.948
H 3.138 -0.476 2.397
H 1.241 0.754 1.089
H -2.498 -0.947 3.067
H -3.416 0.075 1.906
H -3.300 1.338 4.601
H -3.972 -0.283 4.628
H -5.949 0.305 3.630
H -5.045 1.303 2.405
H -5.128 3.887 2.652
H -0.590 -1.531 4.018
H 0.150 2.079 7.200
H -1.144 2.739 6.515
H 1.178 0.289 6.388
C -0.729 -1.922 -4.676
C -0.373 -0.530 -4.214
O 0.399 0.165 -4.838
C -1.019 -0.043 -2.942
H -0.195 -2.142 -5.597
H -0.437 -2.651 -3.919
H -1.802 -1.985 -4.867
H -0.742 -0.691 -2.110
H -2.104 -0.030 -3.056
H -0.677 0.967 -2.726
C 4.408 -3.460 -6.134
C 3.237 -2.574 -5.796
O 2.355 -2.951 -5.053
C 3.205 -1.204 -6.420
H 4.302 -4.413 -5.618
H 4.435 -3.643 -7.209
H 5.338 -2.987 -5.812
H 3.184 -1.293 -7.508
H 4.083 -0.634 -6.111
H 2.310 -0.677 -6.092
C 0.960 -7.008 -8.003
C 1.311 -5.615 -7.538
O 2.084 -4.919 -8.161
C 0.664 -5.126 -6.268
H 1.496 -7.228 -8.925
H 1.250 -7.738 -7.245
H -0.112 -7.078 -8.194
H 0.943 -5.773 -5.435
H -0.422 -5.114 -6.385
H 1.008 -4.117 -6.058
*
```

Properties
Structure (SMILES) ... CCN[C@]1(P(C)C)NC(=O)[C@@](Cl)(CCCS(=O)(=O)O)[C@]1(S)P(N)O.CC(C)=O.CC(C)=O.CC(C)=O
Orbital gap ... 8.35 eV
E ... -3492.65740 Ha

Record 2
Below is one molecule with the formula C14H18N2O3, with properties calculated with the ωB97M-V functional and the def2-TZVPD basis.

Geometry as ORCA input:
```
! RIJCOSX wB97M-V def2-TZVPD def2/J DEFGRID3
* xyz 0 1
C 5.247 -0.022 -1.247
H 5.143 -0.726 -2.070
H 5.888 0.793 -1.573
C 3.889 0.524 -0.828
H 3.465 1.098 -1.656
H 3.999 1.197 0.022
C 2.888 -0.580 -0.455
N 1.535 -0.035 -0.417
C 1.134 0.949 0.418
O 1.863 1.520 1.207
C -0.307 1.311 0.316
C -1.296 0.445 0.092
C -2.721 0.748 0.068
C -3.627 -0.307 -0.026
C -4.990 -0.054 -0.050
C -5.487 1.242 0.014
C -4.589 2.292 0.101
C -3.227 2.050 0.127
H -2.547 2.885 0.190
H -4.955 3.306 0.148
H -6.553 1.404 -0.007
N -5.909 -1.162 -0.147
O -5.439 -2.277 -0.226
O -7.094 -0.911 -0.145
H -3.286 -1.330 -0.077
H -1.065 -0.603 -0.065
H -0.502 2.346 0.555
H 0.863 -0.411 -1.063
C 3.225 -1.247 0.883
C 2.279 -2.399 1.205
H 1.257 -2.041 1.309
H 2.568 -2.871 2.140
H 2.306 -3.151 0.418
H 4.247 -1.622 0.839
H 3.169 -0.493 1.668
H 2.890 -1.341 -1.244
H 5.741 -0.528 -0.422
*
```

Properties
Structure (SMILES) ... CCC(CC)NC(=O)/C=C/c1cccc([N+](=O)[O-])c1
Orbital gap ... 8.60 eV
ΔE to the lowest compared entry with this formula, charge and spin ... 88.3 kcal per mole
E ... -879.42617 Ha

Record 3
Below is one molecule with the formula C3H6N4O, with properties calculated with the ωB97M-V functional and the def2-TZVPD basis.

Geometry as ORCA input:
```
! RIJCOSX wB97M-V def2-TZVPD def2/J DEFGRID3
* xyz 0 1
C -0.324 -2.240 -1.131
C 0.284 1.045 -0.058
C 0.482 2.407 -0.597
H 0.604 -2.530 -1.675
H -0.843 -3.131 -0.480
H -1.141 -1.864 -1.738
H -0.484 -0.848 0.376
H 0.350 -0.317 1.543
H -0.691 2.356 2.174
N 0.367 -1.070 -0.158
N 0.408 0.095 -0.952
N 0.163 0.780 1.170
N 0.531 3.601 -0.659
O 0.294 1.715 2.185
*
```

Properties
Structure (SMILES) ... CN/N=C(/C#N)NO
Orbital gap ... 9.12 eV
ΔE to the lowest compared entry with this formula, charge and spin ... 170.3 kcal per mole
E ... -411.93752 Ha

Record 4
Below is C2H4N2O4 as an isolated structure, with properties calculated with the ωB97M-V functional and the def2-TZVPD basis.

Geometry as ORCA input:
```
! RIJCOSX wB97M-V def2-TZVPD def2/J DEFGRID3
* xyz 0 1
C 2.424 -2.980 0.830
C -0.428 1.292 0.783
N -0.082 -0.544 0.233
N -1.481 1.481 0.164
O 1.738 -3.499 0.082
O 3.141 -2.403 1.499
O 0.118 -1.222 1.258
O -1.723 -0.893 -0.270
H -0.041 -1.130 -0.599
H -2.083 -1.055 0.604
H -2.006 2.336 0.290
H -1.794 0.796 -0.491
*
```

Properties
Orbital gap ... 9.84 eV
ΔE to the lowest compared entry with this formula, charge and spin ... 130.9 kcal per mole
E ... -488.86458 Ha

Record 5
Below is one molecule with the formula C26H26N4O4S, with properties calculated with the ωB97M-V functional and the def2-TZVPD basis.

Geometry as ORCA input:
```
! RIJCOSX wB97M-V def2-TZVPD def2/J DEFGRID3
* xyz 0 1
C 7.174 1.249 2.041
H 7.106 2.192 1.507
H 6.182 0.977 2.391
H 7.818 1.380 2.907
C 7.749 0.175 1.123
N 6.997 0.082 -0.112
C 5.675 -0.495 0.023
H 5.513 -0.879 1.036
C 4.606 0.557 -0.282
H 4.753 0.971 -1.285
H 4.649 1.386 0.431
O 3.327 -0.067 -0.210
C 2.266 0.745 -0.308
O 2.357 1.942 -0.449
C 0.981 0.015 -0.224
C 0.921 -1.366 -0.051
C -0.295 -2.011 0.020
C -1.485 -1.286 -0.082
C -1.421 0.102 -0.255
C -0.206 0.742 -0.324
H -0.147 1.811 -0.456
H -2.338 0.668 -0.338
N -2.735 -1.863 -0.016
C -3.064 -3.157 0.090
C -4.368 -3.581 0.141
C -4.642 -4.957 0.241
N -4.870 -6.079 0.324
C -5.478 -2.670 0.088
N -5.356 -1.379 0.030
C -6.552 -0.734 -0.031
C -7.632 -1.575 -0.013
S -7.144 -3.221 0.083
H -8.673 -1.327 -0.026
C -6.571 0.722 -0.100
C -7.673 1.407 -0.603
C -7.697 2.795 -0.687
C -6.581 3.471 -0.256
C -5.470 2.792 0.251
C -5.439 1.426 0.341
H -4.591 0.907 0.752
O -4.507 3.698 0.605
C -5.043 4.969 0.308
O -6.341 4.817 -0.229
H -4.398 5.480 -0.425
H -5.095 5.572 1.228
H -8.551 3.322 -1.078
H -8.529 0.852 -0.951
H -2.273 -3.893 0.130
H -3.557 -1.244 -0.067
H -0.315 -3.081 0.159
H 1.838 -1.929 0.028
H 5.529 -1.330 -0.670
C 7.752 -0.393 -1.253
C 8.297 -1.823 -1.142
H 8.803 -2.097 -2.064
H 9.007 -1.900 -0.322
H 7.491 -2.532 -0.967
H 8.588 0.297 -1.403
H 7.102 -0.318 -2.128
H 8.774 0.450 0.863
H 7.783 -0.786 1.666
*
```

Properties
Structure (SMILES) ... CCN(CC)CCOC(=O)c1ccc(N/C=C(/C#N)c2nc(-c3ccc4c(c3)OCO4)cs2)cc1
Orbital gap ... 7.43 eV
ΔE to the lowest compared entry with this formula, charge and spin ... 57.7 kcal per mole
E ... -1924.53515 Ha

Record 6
Below is CH4ClN as an isolated structure, with properties calculated with the ωB97M-V functional and the def2-TZVPD basis.

Geometry as ORCA input:
```
! RIJCOSX wB97M-V def2-TZVPD def2/J DEFGRID3
* xyz 0 1
C -0.243 -0.049 0.741
N -0.220 -1.310 0.395
Cl -1.855 0.702 0.662
H 1.654 1.952 -1.028
H 0.915 1.935 -0.769
H -0.986 -1.797 -0.009
H 0.735 -1.432 0.007
*
```

Properties
Orbital gap ... 9.83 eV
ΔE to the lowest compared entry with this formula, charge and spin ... 65.2 kcal per mole
E ... -555.33859 Ha

Record 7
Below is one molecule with the formula C11H15N3Si, with properties calculated with the ωB97M-V functional and the def2-TZVPD basis.

Geometry as ORCA input:
```
! RIJCOSX wB97M-V def2-TZVPD def2/J DEFGRID3
* xyz 0 3
C -1.037 -0.257 -0.300
C 0.147 -0.033 -0.193
C -4.305 2.344 0.092
C -3.052 1.808 -0.088
C -4.590 0.238 -0.053
C -5.107 -1.101 -0.090
C -4.284 -2.148 -0.003
C -2.823 -2.011 0.198
C 2.508 0.484 1.709
C 2.854 -1.272 -0.856
C 2.390 1.836 -1.084
N -5.239 1.374 0.114
N -3.249 0.467 -0.164
N -2.330 -0.505 -0.494
Si 1.978 0.250 -0.109
H -4.577 3.373 0.213
H -2.077 2.247 -0.159
H -6.173 -1.209 -0.197
H -4.658 -3.160 -0.041
H -2.529 -1.954 1.248
H -2.218 -2.731 -0.343
H 2.081 -0.277 2.356
H 3.589 0.432 1.810
H 2.193 1.453 2.088
H 2.370 -2.198 -0.550
H 2.842 -1.243 -1.942
H 3.892 -1.324 -0.536
H 1.997 1.796 -2.096
H 1.965 2.711 -0.600
H 3.463 1.987 -1.151
*
```

Properties
Orbital gap (alpha / beta) ... 5.71 / 5.97 eV
E ... -881.70417 Ha

> Among the records above, which one has the highest E?

C3H6N4O